Here is a structure of composition C43H30Cl3NO3P2RuS2 at a distorted geometry from the OMol25 dataset. Energies are from the ωB97M-V functional and the def2-TZVPD basis.

## Properties
Multiplicity: 5
Net charge: -2
Frontier orbital gap (alpha / beta) (eV): 5.82 / 6.42
Max |F| (eV/Å): 1.81
Relative energy (zero: lowest compared OMol25 entry of this formula, charge and spin) (kJ/mol): 46.4

Element x y z (Å)
Ru 0.29964 0.54424 0.28939
S -2.11414 0.81489 -0.56651
P -2.02153 -0.60293 0.85776
C -0.51506 -1.40374 1.07619
P 0.01086 -2.34833 -0.27820
S 0.58493 -1.47055 -1.96176
C 1.41008 -3.31303 0.40552
C 1.78521 -3.19650 1.73678
C 2.88581 -3.89684 2.21270
C 3.60743 -4.72115 1.36413
C 3.22453 -4.85429 0.03610
C 2.13501 -4.14602 -0.44394
C -1.15907 -3.67747 -0.77001
C -2.21881 -3.30164 -1.59530
C -3.19817 -4.21558 -1.94362
C -3.12348 -5.52306 -1.48017
C -2.05228 -5.91292 -0.69134
C -1.07427 -4.99437 -0.33048
C -3.52130 -1.66050 0.69373
C -3.60346 -2.78084 1.51656
C -4.69224 -3.63143 1.42620
C -5.70655 -3.36073 0.51569
C -5.62609 -2.24496 -0.30366
C -4.53037 -1.39630 -0.22112
C -2.43294 0.06920 2.50832
C -1.64810 -0.21777 3.61640
C -2.00004 0.28565 4.85931
C -3.13282 1.07308 4.99924
C -3.92000 1.35669 3.89296
C -3.57344 0.85387 2.65033
H 1.21937 -2.54020 2.38511
H 3.18118 -3.78845 3.24917
H 4.47979 -5.24855 1.73278
H 3.78110 -5.50553 -0.62833
H 1.83754 -4.21462 -1.48401
H -2.25028 -2.28287 -1.96640
H -4.02182 -3.91094 -2.57816
H -3.89441 -6.24070 -1.73669
H -1.97176 -6.93913 -0.35024
H -0.23993 -5.30527 0.28519
H -2.79240 -2.97456 2.21068
H -4.75446 -4.50687 2.06205
H -6.56144 -4.02400 0.44770
H -6.41874 -2.03791 -1.01394
H -4.43547 -0.52807 -0.86302
H -0.75458 -0.81227 3.48700
H -1.37020 0.08103 5.71612
H -3.38568 1.48787 5.96817
H -4.79431 1.98843 3.99827
H -4.17043 1.07984 1.77381
C 0.99785 1.81889 -1.07923
C 1.38206 2.64129 -1.90534
C 1.77783 3.63611 -2.79572
C 1.57302 5.02369 -2.39813
C 1.45813 5.36098 -1.03703
C 1.27457 6.67104 -0.64053
C 1.17706 7.68957 -1.58230
C 1.23209 7.37045 -2.93288
C 1.42124 6.06086 -3.33685
C 2.36035 3.24578 -4.06877
C 3.27234 4.06480 -4.76108
C 3.80416 3.67513 -5.97720
C 3.44882 2.45710 -6.54366
C 2.58796 1.61377 -5.84969
C 2.05985 1.99179 -4.63022
H 1.51254 4.56720 -0.30235
H 1.20874 6.90633 0.41426
H 1.05340 8.71916 -1.26774
H 1.12120 8.15202 -3.67686
H 1.41599 5.82536 -4.39252
H 3.58563 5.00101 -4.32019
H 4.50826 4.32296 -6.48805
H 3.83865 2.16951 -7.51293
H 2.32605 0.65107 -6.27240
H 1.39064 1.33022 -4.09344
O 4.29660 -0.95104 1.12782
C 3.21906 -0.46171 0.95201
N 2.15614 0.03774 0.81805
Cl -1.81590 4.62574 3.36598
C -0.17821 3.94272 3.34468
Cl 0.94767 5.21770 2.82347
Cl 0.26880 3.45857 4.98625
C -0.09128 2.74367 2.27463
O -0.49376 3.06603 1.15793
O 0.40738 1.68366 2.68108

Mulliken population analysis, charges in e, atoms 1 to 4: 0.370 -0.612 2.052 -2.167